[1]
Below is a gas-phase ion, C5H13N2 (charge +1) at a distorted geometry, with properties calculated with ωB97M-V/def2-TZVPD.

Calculated values
* charge: +1

Last column: natural (NBO) charge in e.
Atoms and positions in Å:
C (2.533, -0.541, -0.709)  -0.621
C (1.355, -0.361, 0.283)  -0.012
C (0.265, 0.508, -0.415)  -0.546
C (-0.787, 0.970, 0.517)  0.428
C (-2.193, 1.124, 0.086)  -0.386
N (-2.829, -0.162, -0.334)  -0.787
N (0.771, -1.626, 0.684)  -0.801
H (3.278, 0.254, -0.630)  0.229
H (2.143, -0.523, -1.727)  0.216
H (2.990, -1.513, -0.575)  0.246
H (1.758, 0.238, 1.111)  0.187
H (0.836, 1.385, -0.757)  0.330
H (-0.288, -0.025, -1.187)  0.251
H (1.309, -2.032, 1.447)  0.391
H (-0.440, 1.880, 1.018)  0.219
H (-2.250, 1.735, -0.825)  0.326
H (-2.770, 1.614, 0.871)  0.254
H (-3.375, -0.510, 0.454)  0.379
H (-2.151, -0.920, -0.403)  0.358
H (-0.154, -1.497, 1.090)  0.340

Force components x, y, z for each atom (eV/Å):
C -0.68 -0.03 -0.07
C 1.18 0.27 -0.51
C -1.38 -1.66 1.50
C 0.97 4.55 -3.97
C -0.67 -2.86 1.29
N 0.00 -0.29 1.01
N -0.32 0.15 0.51
H -0.10 -0.13 0.16
H 0.07 -0.13 -0.11
H 0.21 -0.07 0.18
H -0.36 -0.03 0.13
H -0.47 0.22 0.16
H 0.77 -0.22 -0.48
H 0.22 -0.21 -0.40
H 0.02 -0.76 1.55
H 0.86 0.61 0.11
H -0.16 0.05 -0.22
H -0.35 0.34 -0.20
H 0.21 0.24 -0.56
H -0.01 -0.05 -0.09

---

[2]
Below is a molecular structure, C47H49BrHfN7SSiTe at a distorted geometry, with properties calculated with ωB97M-V/def2-TZVPD.

Calculated values
* charge: +3

Last column: Mulliken charge in e.
Atoms and positions in Å:
Hf (-0.286, -0.075, -0.005)  0.976
C (2.754, 0.675, 1.483)  -1.525
C (2.167, 0.768, 2.866)  -1.331
C (1.100, -0.221, 3.203)  0.546
C (1.028, -0.647, 4.521)  -1.149
C (0.048, -1.528, 4.926)  -1.079
C (-0.848, -1.978, 3.973)  -0.904
C (-0.712, -1.535, 2.681)  0.955
N (0.244, -0.669, 2.255)  1.540
N (1.857, 1.109, 0.378)  0.933
C (1.434, 2.506, 0.617)  -0.567
C (0.597, 2.949, -0.525)  0.881
C (0.551, 4.271, -0.924)  -1.442
C (-0.294, 4.634, -1.953)  -0.886
C (-1.077, 3.652, -2.537)  -1.484
C (-0.978, 2.360, -2.079)  -0.266
N (-0.124, 1.973, -1.101)  1.434
C (2.709, 1.113, -0.848)  -0.979
C (2.765, -0.218, -1.508)  0.482
C (3.949, -0.745, -1.995)  -1.321
C (3.907, -1.911, -2.739)  -0.698
C (2.673, -2.499, -2.972)  -1.384
C (1.547, -1.927, -2.418)  -0.371
N (1.572, -0.805, -1.674)  0.876
H (3.093, -0.336, 1.257)  0.573
H (3.644, 1.311, 1.456)  0.593
H (1.793, 1.774, 3.076)  0.232
H (2.994, 0.636, 3.564)  0.692
H (1.755, -0.269, 5.228)  0.598
H (-0.017, -1.851, 5.957)  0.476
H (-1.647, -2.662, 4.223)  0.535
H (-1.401, -1.887, 1.933)  -0.801
H (2.304, 3.156, 0.759)  0.726
H (0.831, 2.565, 1.526)  -0.496
H (1.170, 5.003, -0.422)  0.552
H (-0.351, 5.663, -2.283)  0.507
H (-1.776, 3.881, -3.330)  0.613
H (-1.601, 1.598, -2.502)  -0.351
H (3.706, 1.478, -0.595)  0.644
H (2.289, 1.811, -1.569)  0.419
H (4.884, -0.232, -1.811)  0.575
H (4.814, -2.347, -3.136)  0.489
H (2.578, -3.397, -3.567)  0.557
H (0.590, -2.405, -2.563)  0.618
Br (2.046, -6.790, -0.030)  -0.030
C (1.333, -5.079, 0.042)  -0.296
C (2.058, -4.034, 0.602)  -1.096
C (1.491, -2.780, 0.621)  0.337
N (0.275, -2.494, 0.124)  1.251
C (-0.415, -3.519, -0.404)  -0.601
C (0.069, -4.813, -0.463)  -0.922
H (3.042, -4.193, 1.019)  0.587
H (2.039, -1.965, 1.064)  -0.112
H (-1.395, -3.294, -0.797)  0.542
H (-0.534, -5.595, -0.903)  0.548
S (-3.014, -1.541, 0.161)  0.098
C (-4.123, -2.386, 1.155)  -0.600
N (-5.408, -2.077, 1.232)  -0.018
C (-6.156, -2.960, 2.140)  -0.447
C (-5.068, -3.961, 2.594)  -0.592
N (-3.862, -3.429, 1.938)  0.027
H (-5.805, -1.310, 0.716)  0.219
H (-6.973, -3.447, 1.614)  0.331
H (-6.563, -2.389, 2.971)  0.294
H (-5.272, -4.973, 2.252)  0.347
H (-4.943, -3.972, 3.674)  0.307
H (-2.961, -3.874, 1.956)  0.180
C (-2.109, 6.220, 0.808)  -0.521
C (-2.885, 5.450, -0.045)  -0.903
C (-2.868, 4.064, 0.061)  -0.068
C (-2.081, 3.412, 1.015)  0.527
C (-1.321, 4.214, 1.876)  0.031
C (-1.326, 5.598, 1.774)  -0.982
Si (-2.242, 1.541, 1.147)  0.834
C (-2.544, 1.068, 2.939)  0.546
C (-3.724, 0.391, 3.270)  -0.087
C (-4.052, 0.113, 4.591)  -0.701
C (-3.213, 0.527, 5.616)  -0.756
C (-2.041, 1.206, 5.312)  -0.881
C (-1.710, 1.461, 3.988)  0.044
H (-2.135, 7.300, 0.743)  0.445
H (-3.524, 5.930, -0.777)  0.499
H (-3.506, 3.484, -0.600)  0.433
H (-0.733, 3.768, 2.673)  0.154
H (-0.741, 6.195, 2.463)  0.488
H (-3.512, 1.263, 0.436)  -0.389
H (-4.408, 0.096, 2.482)  0.434
H (-4.981, -0.393, 4.825)  0.510
H (-3.483, 0.342, 6.648)  0.439
H (-1.392, 1.546, 6.110)  0.491
H (-0.787, 1.997, 3.786)  0.084
C (-0.921, -0.037, -4.353)  -1.122
Te (-1.674, -0.990, -2.611)  0.374
C (-3.471, 0.074, -2.929)  -0.830
C (-3.396, 0.452, -4.391)  0.793
C (-4.548, 0.854, -5.065)  -0.876
C (-4.484, 1.218, -6.397)  -0.640
C (-3.268, 1.179, -7.071)  -0.699
C (-2.122, 0.772, -6.412)  -0.822
C (-2.180, 0.408, -5.068)  0.692
H (-0.348, -0.773, -4.915)  0.841
H (-0.258, 0.790, -4.099)  0.495
H (-3.505, 0.934, -2.259)  0.131
H (-4.293, -0.592, -2.684)  0.766
H (-5.498, 0.875, -4.545)  0.497
H (-5.382, 1.522, -6.917)  0.444
H (-3.219, 1.455, -8.116)  0.441
H (-1.180, 0.727, -6.945)  0.508

Force components x, y, z for each atom (eV/Å):
Hf 1.39 -0.59 0.28
C 0.02 0.07 -0.05
C 0.03 0.04 0.05
C -0.06 -0.09 -0.10
C 0.05 0.01 0.03
C -0.01 0.00 0.11
C -0.03 -0.01 -0.03
C 0.09 0.00 0.09
N -0.44 0.11 0.35
N -0.05 -0.15 -0.07
C 0.08 0.02 0.14
C -0.10 0.11 -0.03
C 0.10 0.00 -0.02
C 0.03 0.13 -0.04
C -0.02 -0.07 -0.08
C 0.27 0.12 0.00
N -0.76 0.30 -0.30
C 0.06 0.16 0.04
C -0.07 -0.03 0.00
C -0.02 0.06 -0.01
C 0.05 -0.03 -0.02
C -0.02 -0.04 -0.04
C 0.12 0.12 0.07
N -0.09 -0.05 -0.21
H 0.02 -0.02 0.05
H 0.00 0.03 -0.02
H 0.04 0.02 -0.03
H -0.03 -0.05 0.03
H -0.01 -0.01 0.00
H 0.01 0.00 -0.02
H 0.00 0.03 -0.01
H 0.01 0.03 -0.05
H 0.01 0.01 -0.02
H -0.05 -0.04 -0.02
H 0.00 -0.02 0.01
H 0.01 -0.02 0.00
H 0.01 -0.02 0.00
H -0.04 0.02 -0.04
H 0.01 -0.01 0.00
H 0.01 0.02 -0.02
H -0.01 -0.01 0.00
H -0.02 0.01 0.00
H 0.01 0.00 0.01
H -0.02 -0.04 0.02
Br 0.05 -0.14 0.00
C 0.00 0.02 0.00
C 0.01 0.09 0.02
C -0.03 -0.11 -0.03
N -0.20 -0.03 -0.07
C 0.14 -0.07 0.02
C -0.11 0.07 -0.04
H -0.01 -0.01 0.00
H 0.03 0.04 0.01
H -0.03 -0.02 0.03
H 0.01 0.01 0.00
S -0.30 0.05 -0.31
C 0.19 0.08 0.16
N -0.04 -0.08 -0.04
C 0.07 0.03 -0.05
C 0.03 0.04 -0.05
N 0.04 0.04 0.11
H -0.03 0.00 0.02
H -0.01 -0.01 -0.01
H 0.00 0.02 0.02
H 0.00 -0.02 -0.02
H -0.01 0.01 0.02
H -0.02 -0.07 -0.04
C 0.00 0.01 -0.01
C 0.00 -0.02 0.02
C -0.03 0.05 0.02
C -0.05 0.10 0.10
C 0.04 0.03 -0.04
C 0.01 -0.02 0.00
Si 0.09 0.10 0.13
C -0.27 -0.01 0.06
C 0.05 -0.06 0.05
C 0.03 0.00 -0.04
C 0.00 -0.01 0.03
C 0.03 -0.04 -0.01
C 0.04 -0.03 0.02
H 0.01 -0.01 0.00
H 0.01 -0.01 0.01
H -0.01 0.01 0.04
H -0.03 0.00 -0.02
H -0.02 -0.01 -0.01
H -0.02 0.08 -0.14
H 0.02 0.07 0.04
H 0.00 0.01 0.01
H 0.01 0.00 -0.01
H -0.02 0.00 -0.02
H -0.02 -0.01 0.00
C 0.03 0.11 -0.03
Te -0.01 -0.64 0.21
C -0.06 0.14 -0.10
C -0.13 0.06 0.06
C 0.01 0.04 0.01
C 0.00 0.00 -0.02
C -0.01 0.01 -0.02
C -0.01 0.02 0.01
C 0.13 0.01 -0.10
H -0.07 -0.01 -0.05
H 0.02 0.02 0.01
H -0.11 -0.04 0.02
H -0.03 -0.01 -0.07
H 0.02 -0.01 0.00
H 0.01 0.00 0.01
H 0.00 -0.01 0.01
H -0.01 -0.01 0.01

---

ΔE to the lowest compared entry with this formula, charge and spin, respectively: 117.6, 15.5 kcal per mole.
HOMO, respectively: -14.006, -14.762 eV.
Electronic energy, respectively: -307.43428, -5780.70982 a.u..